{
  "formula": "C5H12NO",
  "method": "ωB97M-V/def2-TZVPD",
  "max_force_ha_per_bohr": 0.0580,
  "e_homo_ha": -0.4561,
  "gap_ev": 8.988,
  "total_charge": 1,
  "energy_ha": -327.37716,
  "lumo_energy_ev": -3.42,
  "e_above_lowest_kj_mol": 216.4,
  "smiles": "C=CC[C@H]([NH3+])CO",
  "elements": ["O", "N", "C", "C", "C", "C", "C", "H", "H", "H", "H", "H", "H", "H", "H", "H", "H", "H", "H"],
  "coordinates": [[2.1133, -1.0622, 0.4827], [1.4891, 1.4072, 0.0431], [0.3308, 0.4530, 0.2803], [-0.8492, 0.8320, -0.6125], [0.7993, -0.9783, -0.0340], [-1.9453, -0.1859, -0.6619], [-2.6813, -0.5578, 0.4166], [-2.4129, -0.4110, -1.6480], [-1.1179, 1.8784, -0.3470], [1.5035, 1.9016, -0.8547], [1.4593, 2.1029, 0.7906], [2.3808, 0.9007, 0.0945], [-3.7566, -0.4499, 0.4182], [-0.3871, 0.8166, -1.6359], [0.0976, -1.6530, 0.4406], [0.7491, -1.1145, -1.1209], [0.0327, 0.5894, 1.3539], [-2.1875, -1.0096, 1.2801], [2.3812, -1.9399, 0.7610]],
  "forces_ev_per_angstrom": [[0.143, 0.193, -0.118], [0.085, 0.329, 0.314], [-0.817, -0.457, 0.482], [2.642, -0.694, -1.196], [0.060, 0.869, 0.427], [-2.320, 0.425, 0.056], [1.130, -0.263, -0.333], [0.072, 1.338, 0.607], [-0.605, -0.797, -0.389], [-0.461, -0.162, 0.034], [0.325, 0.099, -0.211], [-0.036, -0.273, 0.369], [-0.253, -1.473, -0.440], [-0.477, 0.513, 0.545], [-0.006, -0.261, 0.063], [0.232, -0.199, 0.071], [0.621, -0.339, -0.838], [-0.186, 1.368, 0.666], [-0.150, -0.217, -0.109]]
}

---

{
  "formula": "C6H13N",
  "method": "ωB97M-V/def2-TZVPD",
  "max_force_ha_per_bohr": 0.0214,
  "e_homo_ha": -0.2865,
  "gap_ev": 8.906,
  "energy_ha": -291.14204,
  "lumo_energy_ev": 1.11,
  "e_above_lowest_kj_mol": 43.9,
  "smiles": "CCC/C=C(/C)N",
  "elements": ["N", "C", "C", "C", "C", "C", "C", "H", "H", "H", "H", "H", "H", "H", "H", "H", "H", "H", "H", "H"],
  "coordinates": [[1.5243, 0.3444, 0.0910], [-0.2527, -1.2328, -0.2919], [-1.4980, 0.8257, 0.6463], [2.0763, -2.0272, -0.0826], [-1.3927, -0.2572, -0.4315], [1.0333, -0.9477, -0.1188], [-1.2596, 2.2769, 0.2166], [-0.6337, 2.3604, -0.6698], [-2.3182, -0.8227, -0.5224], [2.2770, -2.4191, -1.0840], [2.5229, 0.4518, 0.0409], [1.0342, 1.0819, -0.3891], [1.7691, -2.9026, 0.4903], [-0.7624, 2.8164, 1.0283], [-1.3153, 0.1821, -1.4431], [-2.4104, 0.7697, 1.2409], [-2.1840, 2.8210, 0.0340], [-0.7269, 0.5887, 1.3879], [-0.4970, -2.2789, -0.4459], [3.0138, -1.6309, 0.3029]],
  "forces_ev_per_angstrom": [[-0.070, 0.071, -0.120], [-0.491, -0.264, -0.141], [0.756, 0.054, 0.800], [0.140, -0.299, -0.268], [-0.178, 0.003, -0.894], [0.208, -0.018, 0.252], [-0.108, 0.111, 0.416], [0.024, -0.013, -0.130], [-0.096, -0.110, 0.278], [0.043, 0.243, -0.065], [0.006, -0.051, -0.116], [-0.025, 0.061, 0.073], [0.000, 0.222, 0.224], [0.024, 0.004, -0.123], [0.027, 0.310, 0.273], [-0.260, -0.109, -0.351], [-0.104, -0.065, -0.269], [-0.012, 0.010, -0.097], [0.043, 0.023, 0.079], [0.072, -0.180, 0.179]]
}

---

{
  "formula": "C5H10O2",
  "method": "ωB97M-V/def2-TZVPD",
  "max_force_ha_per_bohr": 0.0367,
  "e_homo_ha": -0.3529,
  "gap_ev": 10.621,
  "energy_ha": -346.91827,
  "lumo_energy_ev": 1.02,
  "e_above_lowest_kj_mol": 281.3,
  "elements": ["O", "O", "C", "C", "C", "C", "C", "H", "H", "H", "H", "H", "H", "H", "H", "H", "H"],
  "coordinates": [[-0.9480, -1.1237, 1.1485], [0.6599, 0.8961, -0.1476], [0.4249, -1.3869, 0.7509], [2.0115, 1.2075, -0.3739], [-1.2008, -0.6085, -0.1653], [-2.0897, 0.5844, -0.0326], [0.2930, -0.4280, -0.4442], [-1.6554, 1.2255, 0.7367], [0.2576, -2.4477, 0.5923], [0.6771, -0.7246, -1.4305], [-2.1778, 1.1317, -0.9709], [2.1307, 2.2765, -0.1753], [1.1910, -1.1104, 1.4887], [-1.6024, -1.3769, -0.8476], [2.3049, 1.0075, -1.4162], [2.6811, 0.6479, 0.2944], [-3.0708, 0.2357, 0.3027]],
  "forces_ev_per_angstrom": [[0.067, 0.560, 0.320], [-0.063, -0.041, 0.043], [-0.528, -0.205, 0.596], [0.261, 0.007, -0.031], [-0.354, 0.260, -0.243], [-0.120, 0.171, -0.078], [-0.133, -0.148, -0.103], [-0.168, 0.078, -0.191], [1.706, -0.395, -0.702], [-0.052, -0.065, 0.201], [-0.118, 0.032, 0.016], [-0.011, -0.203, -0.021], [-0.320, -0.305, -0.031], [-0.079, 0.047, 0.261], [-0.065, -0.008, 0.142], [-0.062, 0.039, -0.084], [0.037, 0.178, -0.094]]
}

---

{
  "formula": "C8H11NO4",
  "method": "ωB97M-V/def2-TZVPD",
  "max_force_ha_per_bohr": 0.0921,
  "e_homo_ha": -0.3406,
  "gap_ev": 8.249,
  "energy_ha": -666.98200,
  "lumo_energy_ev": -1.02,
  "e_above_lowest_kj_mol": 441.2,
  "elements": ["O", "O", "O", "O", "N", "C", "C", "C", "C", "C", "C", "C", "C", "H", "H", "H", "H", "H", "H", "H", "H", "H", "H", "H"],
  "coordinates": [[-2.3361, -1.5630, 0.4157], [-0.9429, 1.5265, -2.0492], [4.1544, -1.0426, -0.9563], [-1.5996, -1.1717, -2.1416], [2.0771, -0.1462, -1.0439], [-0.9718, -0.6795, -1.2815], [3.1349, -0.7880, -1.5638], [-0.2057, 0.6721, -1.6164], [-1.7549, 0.5993, 2.2904], [-1.2608, -0.6566, 0.1860], [2.2567, 0.2051, 0.3613], [1.0562, 0.2721, -1.7966], [-1.5390, 0.7478, 0.8194], [3.3587, 0.1965, 0.5029], [-0.4135, -0.9474, 0.8392], [-2.4830, 1.1509, 0.3749], [-1.0161, 1.3285, 2.6880], [2.9876, -1.1248, -2.6485], [2.0652, 1.2228, 0.3677], [-1.5376, -0.4400, 2.5843], [1.4986, -0.2076, 0.9690], [-0.8246, 1.5954, 0.5094], [-2.8041, 0.7702, 2.5433], [-2.8997, -1.5197, -0.3538]],
  "forces_ev_per_angstrom": [[0.812, 0.459, 0.890], [-0.557, 0.975, 0.565], [-0.947, 0.331, -0.521], [-0.737, -1.550, -0.798], [-2.844, 1.593, 0.841], [0.346, 2.467, 1.141], [2.708, -2.628, -2.866], [0.099, 0.105, -1.807], [0.894, 0.069, 0.441], [-0.517, -0.631, 1.384], [1.495, 1.088, -1.045], [2.904, -1.551, 0.328], [-1.216, 1.312, -2.829], [-1.055, -0.974, 0.996], [-0.113, -0.694, -0.832], [0.592, -0.461, -0.019], [-0.946, -0.643, 0.879], [0.024, 0.599, 1.198], [-0.618, 2.271, 0.288], [0.135, 0.506, 0.289], [0.013, -1.209, 0.996], [-0.538, -1.687, 0.653], [0.416, 0.326, 0.306], [-0.347, -0.073, -0.479]]
}

---

{
  "formula": "C26H31F3N4O7S3Se2Ti",
  "method": "ωB97M-V/def2-TZVPD",
  "max_force_ha_per_bohr": 0.0562,
  "e_homo_ha": [-0.0612, -0.0951],
  "gap_ev": [5.636, 6.558],
  "total_charge": -2,
  "energy_ha": -8901.72548,
  "lumo_energy_ev": [3.97, 3.97],
  "s_squared": 2.008,
  "spin_multiplicity": 3,
  "e_above_lowest_kj_mol": 0.0,
  "elements": ["Se", "Se", "Ti", "S", "S", "S", "F", "F", "F", "O", "O", "O", "O", "O", "O", "O", "N", "N", "N", "N", "C", "C", "C", "C", "C", "C", "C", "C", "C", "C", "C", "C", "C", "C", "C", "C", "C", "C", "C", "C", "C", "C", "C", "C", "C", "C", "H", "H", "H", "H", "H", "H", "H", "H", "H", "H", "H", "H", "H", "H", "H", "H", "H", "H", "H", "H", "H", "H", "H", "H", "H", "H", "H", "H", "H", "H", "H"],
  "coordinates": [[0.0476, 2.7898, -0.0507], [-1.9157, 4.5279, -1.2646], [-0.8507, 0.1783, 0.4768], [-3.3730, -1.6965, -2.5938], [2.1062, -1.1547, 0.9184], [-3.9287, 1.3021, 1.9066], [-6.2262, 2.3634, 1.3219], [-5.4503, 1.2317, -0.3251], [-4.6290, 3.1464, 0.0994], [0.4959, 2.3850, -4.8531], [-4.6549, 0.1541, 2.3779], [0.9429, -0.5893, 0.1058], [2.6152, -2.4161, 0.3888], [-2.7750, 0.9790, 1.0794], [-3.6357, 2.3803, 2.8291], [-1.5234, 0.2756, -1.5470], [-0.8434, -2.4959, -2.5095], [-2.4386, -4.2709, -2.2995], [-1.4010, -1.6186, 1.1601], [-0.2486, 0.1782, 2.6632], [-0.5574, 1.6934, -4.1685], [0.5726, 1.0066, 4.7524], [-1.3785, -3.4719, 4.4493], [0.3604, 2.3849, -1.9604], [-1.2887, -5.1427, -2.2805], [6.5676, 3.0414, -0.1140], [-0.6549, -2.5627, 5.2165], [-1.9664, 1.5186, -2.1124], [0.3088, -3.2857, -2.1533], [-2.1045, -3.0479, -2.4747], [-1.4662, 3.6822, -3.0289], [-1.7371, -3.1505, 3.1372], [-0.5462, -1.0075, 3.3162], [4.2590, 2.3316, 0.6675], [4.5192, -0.2734, -0.2201], [3.2367, 1.3445, 0.9748], [-0.1773, -4.5687, -1.4483], [0.1809, 1.1988, 3.4070], [-0.8606, 2.2971, -2.7968], [-0.2799, -1.2683, 4.6577], [3.3949, 0.0761, 0.4664], [-5.0792, 2.0329, 0.6384], [5.4164, 2.0044, 0.0227], [5.5659, 0.6297, -0.3639], [0.3880, -0.2327, 5.3418], [-1.2605, -2.0209, 2.4822], [-0.8893, -1.5075, -2.4841], [-2.2692, 2.1528, -1.3260], [6.4663, 0.1816, -0.8611], [7.1151, 3.4036, 0.8322], [-2.3931, 3.6575, -3.6592], [0.9988, -2.7202, -1.4796], [4.5537, -1.2477, -0.7770], [-0.4366, -2.7190, 6.2522], [0.6442, -5.2788, -1.3961], [0.2717, 3.3337, -4.8371], [4.2051, 3.3880, 1.0168], [0.8643, -3.5150, -3.1167], [0.3665, 2.1764, 2.9554], [-0.1694, 0.6614, -4.0981], [2.2773, 1.6275, 1.4369], [-0.5048, -4.2899, -0.4392], [-2.2927, -3.8798, 2.5679], [6.1132, 3.9125, -0.5124], [-2.8726, 1.4706, -2.7328], [7.3973, 2.7705, -0.7898], [-1.4258, 1.8671, -4.7354], [-2.1061, -2.1548, 0.6465], [-0.8452, 4.3530, -3.5981], [-1.6027, -4.4507, 4.7890], [0.7163, -0.3750, 6.3995], [-1.6584, -6.1052, -1.9536], [0.9812, 1.8661, 5.2108], [-2.2471, -0.5999, -1.8157], [-0.9398, -5.3086, -3.3358], [0.8639, 1.4015, -1.9991], [1.0912, 3.0690, -2.4526]],
  "forces_ev_per_angstrom": [[0.177, -0.204, -0.342], [0.095, 0.637, -0.802], [-0.171, 0.481, 0.081], [1.023, -1.133, 0.355], [0.708, 0.646, 1.296], [-0.428, 0.553, 0.390], [0.283, -0.045, -0.125], [0.124, -0.961, -0.643], [0.453, 0.421, -0.132], [0.252, 0.717, -0.119], [0.136, 0.222, 0.129], [-0.634, 0.680, -0.955], [0.135, -0.648, -0.727], [1.483, -0.473, -0.984], [-0.460, -0.547, -0.322], [-0.302, -0.627, 0.272], [-0.841, -1.405, -0.134], [0.091, 0.633, -0.593], [-1.035, -1.319, 1.312], [-0.662, 0.323, 1.175], [1.773, 0.254, 0.745], [-0.848, -1.124, -0.979], [1.201, 2.061, 0.168], [1.952, -0.424, 0.105], [-0.427, -0.409, -0.777], [0.580, -0.496, 0.945], [-0.290, 0.643, -0.808], [0.094, -0.684, 0.024], [1.189, 0.059, -0.167], [-1.698, 1.881, 0.335], [-1.194, 0.526, 0.320], [0.285, -0.162, -0.950], [-0.717, -0.551, -1.908], [-1.709, 0.143, 1.317], [1.094, -0.822, -1.379], [0.968, 1.839, -0.819], [0.830, 0.498, -0.458], [0.578, -1.142, -0.118], [-1.128, 0.062, -0.827], [-0.002, -0.945, 0.292], [-1.287, 0.010, 0.824], [-0.852, 0.636, 1.526], [2.267, -1.789, 0.126], [0.401, 0.163, -0.765], [0.280, 0.771, 1.196], [0.454, 2.170, -0.673], [0.773, 0.726, 0.013], [-0.478, 0.391, 1.150], [-0.658, 1.082, 0.405], [-1.178, -0.934, -0.920], [0.407, -0.381, 0.754], [-0.578, -0.374, -0.585], [0.073, 0.763, 1.086], [0.197, -0.296, 0.415], [0.235, -0.001, 0.249], [0.182, -0.606, -0.016], [-0.498, -0.898, -0.197], [-0.280, -0.096, 1.091], [-0.299, -0.400, -0.236], [-0.770, 0.289, -0.075], [0.737, -0.034, -0.059], [-0.052, -0.239, -0.146], [-0.122, -0.038, -0.177], [-0.297, 1.070, -0.500], [0.326, -0.822, -0.234], [-0.610, -0.310, 0.092], [-1.429, -0.766, -0.912], [0.360, -0.097, 0.179], [0.762, 0.299, 0.078], [-0.368, -0.610, 0.618], [-0.330, 0.011, -0.929], [0.220, -0.445, 0.373], [0.476, 0.467, 0.878], [-0.318, 0.919, -0.429], [0.028, 0.084, 0.625], [-0.174, 0.281, 0.257], [-0.551, -0.151, 0.718]]
}

---

Copy entry 2 word for word.
{
  "formula": "C6H13N",
  "method": "ωB97M-V/def2-TZVPD",
  "max_force_ha_per_bohr": 0.0214,
  "e_homo_ha": -0.2865,
  "gap_ev": 8.906,
  "energy_ha": -291.14204,
  "lumo_energy_ev": 1.11,
  "e_above_lowest_kj_mol": 43.9,
  "smiles": "CCC/C=C(/C)N",
  "elements": ["N", "C", "C", "C", "C", "C", "C", "H", "H", "H", "H", "H", "H", "H", "H", "H", "H", "H", "H", "H"],
  "coordinates": [[1.5243, 0.3444, 0.0910], [-0.2527, -1.2328, -0.2919], [-1.4980, 0.8257, 0.6463], [2.0763, -2.0272, -0.0826], [-1.3927, -0.2572, -0.4315], [1.0333, -0.9477, -0.1188], [-1.2596, 2.2769, 0.2166], [-0.6337, 2.3604, -0.6698], [-2.3182, -0.8227, -0.5224], [2.2770, -2.4191, -1.0840], [2.5229, 0.4518, 0.0409], [1.0342, 1.0819, -0.3891], [1.7691, -2.9026, 0.4903], [-0.7624, 2.8164, 1.0283], [-1.3153, 0.1821, -1.4431], [-2.4104, 0.7697, 1.2409], [-2.1840, 2.8210, 0.0340], [-0.7269, 0.5887, 1.3879], [-0.4970, -2.2789, -0.4459], [3.0138, -1.6309, 0.3029]],
  "forces_ev_per_angstrom": [[-0.070, 0.071, -0.120], [-0.491, -0.264, -0.141], [0.756, 0.054, 0.800], [0.140, -0.299, -0.268], [-0.178, 0.003, -0.894], [0.208, -0.018, 0.252], [-0.108, 0.111, 0.416], [0.024, -0.013, -0.130], [-0.096, -0.110, 0.278], [0.043, 0.243, -0.065], [0.006, -0.051, -0.116], [-0.025, 0.061, 0.073], [0.000, 0.222, 0.224], [0.024, 0.004, -0.123], [0.027, 0.310, 0.273], [-0.260, -0.109, -0.351], [-0.104, -0.065, -0.269], [-0.012, 0.010, -0.097], [0.043, 0.023, 0.079], [0.072, -0.180, 0.179]]
}